(1)
Formula: C22H21N3O6S
Source: the OMol25 dataset
Level of theory: the ωB97M-V functional and the def2-TZVPD basis

Atoms and positions in Å:
C1 2.6249 1.7621 -1.5632
H1 2.5135 2.4918 -0.7556
H2 2.4600 2.2503 -2.5275
H3 3.6303 1.3453 -1.5420
O1 1.7552 0.6629 -1.3850
C2 0.4250 0.8757 -1.4186
C3 -0.3874 -0.2490 -1.2689
C4 -1.7574 -0.1603 -1.2725
C5 -2.3737 1.0813 -1.4120
C6 -1.5742 2.2090 -1.5708
C7 -0.1941 2.1144 -1.5784
H4 0.3916 3.0108 -1.7055
H5 -2.0227 3.1809 -1.7197
C8 -3.8647 1.1330 -1.4484
O2 -4.5378 0.2455 -1.9194
N1 -4.3906 2.2767 -0.9086
C9 -5.7286 2.5995 -0.8570
N2 -6.1058 3.7260 -0.2949
O3 -7.4568 3.7831 -0.4031
C10 -7.9046 2.6847 -1.0361
C11 -6.8475 1.8831 -1.3561
H6 -6.8348 0.9400 -1.8558
C12 -9.3626 2.5450 -1.2634
H7 -9.7285 3.3737 -1.8676
H8 -9.5657 1.6085 -1.7731
H9 -9.8932 2.5639 -0.3130
H10 -3.7840 2.9409 -0.4499
H11 -2.3436 -1.0577 -1.1538
S1 0.3862 -1.8447 -1.0943
O4 1.2032 -2.1404 -2.2308
O5 -0.5837 -2.8130 -0.6984
N3 1.4838 -1.6209 0.1953
C13 1.2665 -0.7711 1.2266
O6 0.2412 -0.1623 1.4203
C14 2.5318 -0.7269 2.0678
H12 2.3801 -1.3610 2.9433
H13 2.7312 0.2850 2.4163
C15 3.6240 -1.2840 1.1430
C16 4.7054 -2.0465 1.8598
C17 6.0316 -1.6493 1.7534
C18 7.0338 -2.3431 2.4095
C19 6.7212 -3.4473 3.1821
C20 5.4017 -3.8526 3.2946
C21 4.4021 -3.1576 2.6390
H14 3.3771 -3.4860 2.7349
H15 5.1505 -4.7141 3.8954
H16 7.5010 -3.9906 3.6941
H17 8.0601 -2.0204 2.3157
H18 6.2844 -0.7883 1.1510
H19 4.0781 -0.4515 0.5977
C22 2.8287 -2.1507 0.1447
H20 2.8209 -3.2052 0.4385
H21 3.1968 -2.0786 -0.8794

Force components x, y, z for each atom (eV/Å):
0.139 0.198 -0.028
-0.014 -0.032 -0.039
-0.015 -0.032 0.040
-0.049 0.063 -0.004
-0.145 0.076 -0.015
-0.157 0.245 -0.124
0.510 -0.509 0.022
-0.147 0.043 0.018
0.275 -0.108 -0.116
-0.144 -0.269 0.076
0.386 -0.071 0.021
0.082 0.040 -0.014
-0.038 0.078 -0.014
0.173 0.158 0.033
-0.096 -0.186 0.001
0.227 0.385 0.217
-1.077 0.352 0.021
1.320 -0.121 0.070
-0.809 -0.237 -0.192
0.618 -0.446 -0.188
-0.346 0.337 0.154
-0.085 -0.181 -0.100
0.108 0.227 0.133
-0.063 0.004 -0.054
-0.025 -0.032 -0.018
-0.074 -0.038 0.025
0.020 -0.159 -0.033
-0.129 -0.068 0.019
0.249 -0.183 0.295
0.137 0.244 -0.003
-0.282 0.285 0.187
-0.647 -0.341 -1.021
-0.222 0.618 0.814
-0.133 0.113 0.246
0.010 0.049 -0.179
-0.023 0.002 0.006
-0.085 -0.021 0.009
-0.202 -0.063 0.105
0.114 0.106 -0.121
-0.073 -0.002 -0.015
0.100 -0.024 0.039
0.090 -0.002 0.016
-0.055 -0.064 0.046
0.024 0.026 -0.024
-0.127 -0.053 0.018
-0.025 -0.070 0.047
0.064 -0.045 0.042
0.085 0.025 -0.006
0.003 0.093 -0.072
-0.043 -0.068 0.013
0.364 -0.385 -0.424
0.100 0.100 -0.037
0.132 -0.055 0.111

Calculated values
SMILES: COc1ccc(C(=O)Nc2cc(C)on2)cc1S(=O)(=O)N1C[C@H](c2ccccc2)CC1=O
Energy relative to the best compared isomer or geometry (same formula, charge and spin), kJ/mol: 0.0
DFT total energy, a.u.: -1864.8245
HOMO, eV: -9.16

---

(2)
Formula: C22H21N5O
Source: the OMol25 dataset
Level of theory: the ωB97M-V functional and the def2-TZVPD basis

Atoms and positions in Å:
C1 -5.5719 -1.6733 -1.3039
C2 -4.5243 -0.6119 -1.2529
N1 -3.5975 -0.7285 -0.3316
C3 -2.6685 0.2097 -0.2773
N2 -1.6365 0.3344 0.5345
C4 -1.0284 1.4660 0.1285
N3 -1.6139 2.0673 -0.8961
N4 -2.6523 1.2872 -1.1706
C5 -3.5906 1.4364 -2.1262
C6 -4.5552 0.4634 -2.1712
H1 -5.3406 0.5175 -2.9073
C7 -3.4855 2.6195 -3.0175
H2 -4.3369 2.6791 -3.6885
H3 -2.5646 2.5597 -3.5969
H4 -3.4203 3.5234 -2.4135
C8 0.1537 2.0991 0.7755
O1 0.1832 3.3087 0.9211
N5 1.1628 1.3017 1.1913
C9 2.3377 1.9873 1.6921
H5 2.0122 2.8082 2.3311
H6 2.9510 1.2971 2.2649
H7 2.9196 2.4127 0.8701
C10 1.2291 -0.1361 0.9353
C11 1.8907 -0.3804 -0.4044
C12 1.1233 -0.8295 -1.4719
C13 1.6863 -1.0039 -2.7239
C14 3.0276 -0.7287 -2.9255
C15 3.8026 -0.2876 -1.8666
C16 3.2394 -0.1150 -0.6146
H8 3.8576 0.2154 0.2061
H9 4.8518 -0.0776 -2.0154
H10 3.4682 -0.8611 -3.9026
H11 1.0765 -1.3554 -3.5437
H12 0.0765 -1.0518 -1.3173
C17 1.8503 -0.8745 2.1014
C18 1.4633 -0.5338 3.3943
C19 1.9797 -1.2079 4.4844
C20 2.8818 -2.2428 4.2982
C21 3.2522 -2.6032 3.0152
C22 2.7382 -1.9257 1.9217
H13 3.0274 -2.2243 0.9251
H14 3.9449 -3.4175 2.8603
H15 3.2868 -2.7702 5.1491
H16 1.6742 -0.9291 5.4822
H17 0.7514 0.2655 3.5381
H18 0.1914 -0.4861 0.8766
H19 -5.5741 -2.1540 -2.2807
H20 -5.3745 -2.4135 -0.5351
H21 -6.5556 -1.2359 -1.1418

Force components x, y, z for each atom (eV/Å):
-0.034 -0.029 -0.008
0.145 0.005 0.116
-0.431 -0.636 0.178
0.330 0.834 -0.444
-0.054 -0.263 0.406
-0.937 -0.163 -0.526
0.708 1.083 -0.253
-0.005 -1.172 0.941
-0.483 -0.032 -0.409
0.277 0.278 0.023
-0.040 0.066 -0.088
0.058 0.029 0.037
-0.032 -0.035 -0.004
0.040 0.036 -0.033
0.004 0.064 -0.020
0.233 0.285 0.201
-0.106 0.049 -0.175
0.022 -0.103 0.328
0.053 0.321 0.083
0.118 -0.057 -0.017
0.007 0.019 -0.044
0.020 0.013 0.041
-0.150 -0.259 -0.312
-0.092 -0.106 -0.021
0.000 -0.012 0.114
0.019 -0.020 -0.140
-0.036 -0.040 -0.107
0.100 0.056 0.039
-0.009 0.014 -0.041
0.073 0.030 0.098
0.083 0.016 -0.012
0.037 -0.014 -0.074
-0.044 -0.029 -0.062
-0.111 -0.009 0.042
-0.030 -0.039 0.041
0.008 -0.068 -0.026
-0.061 0.037 0.053
0.073 -0.084 0.023
0.045 -0.090 0.091
-0.063 0.052 -0.058
0.031 -0.009 -0.050
0.055 -0.065 -0.008
0.037 -0.039 0.068
-0.028 0.026 0.081
-0.061 0.116 0.026
0.414 0.043 -0.024
-0.055 -0.057 -0.070
-0.017 -0.032 0.009
-0.106 -0.011 -0.013

Calculated values
SMILES: Cc1cc(C)n2nc(C(=O)N(C)C(c3ccccc3)c3ccccc3)nc2n1
Energy relative to the best compared isomer or geometry (same formula, charge and spin), kJ/mol: 5.6
DFT total energy, a.u.: -1199.9969
HOMO, eV: -8.89

---

(3)
Formula: C22H21N5OS
Source: the OMol25 dataset
Level of theory: the ωB97M-V functional and the def2-TZVPD basis

Atoms and positions in Å:
C1 -2.1231 4.3104 -0.9034
H1 -2.3793 3.9933 -1.9122
H2 -2.9633 4.0917 -0.2486
C2 -0.8770 3.5826 -0.4068
N1 -1.0505 2.1567 -0.4406
C3 -1.6339 1.4071 0.5381
N2 -1.5982 0.1367 0.2356
N3 -0.9852 0.0242 -0.9502
C4 -0.6602 1.2212 -1.3733
C5 0.0121 1.4736 -2.6172
C6 0.0570 2.6153 -3.3783
N4 0.8041 2.3975 -4.4987
C7 1.2604 1.1081 -4.4958
C8 2.0519 0.4278 -5.4124
C9 2.3510 -0.8889 -5.1360
C10 1.8782 -1.5158 -3.9793
C11 1.0939 -0.8461 -3.0668
C12 0.7770 0.4850 -3.3251
H3 0.7164 -1.3202 -2.1754
H4 2.1380 -2.5493 -3.8047
H5 2.9633 -1.4500 -5.8265
H6 2.4164 0.9140 -6.3055
H7 0.9761 3.0759 -5.2211
H8 -0.4120 3.5687 -3.2295
S1 -2.3275 2.0936 1.9734
C13 -2.4543 0.5590 2.9398
C14 -1.0459 0.0757 3.2778
O1 -0.2571 0.8411 3.7973
N5 -0.7610 -1.2141 2.9923
C15 0.4664 -1.8339 3.2633
C16 1.5709 -1.3251 3.9245
C17 2.6742 -2.1515 4.0848
C18 2.6786 -3.4481 3.6008
C19 1.5675 -3.9517 2.9369
C20 0.4669 -3.1400 2.7736
C21 -0.8367 -3.4406 2.1003
H9 -1.3289 -4.3036 2.5520
H10 -0.6856 -3.6565 1.0415
C22 -1.6477 -2.1494 2.2957
H11 -2.5397 -2.3319 2.9031
H12 -1.9324 -1.7132 1.3340
H13 1.5636 -4.9619 2.5548
H14 3.5490 -4.0721 3.7383
H15 3.5438 -1.7701 4.5990
H16 1.5725 -0.3168 4.3014
H17 -2.9590 0.8485 3.8624
H18 -3.0589 -0.1392 2.3712
H19 -0.6781 3.8672 0.6316
H20 -0.0037 3.8317 -1.0145
H21 -1.9500 5.3829 -0.9014

Force components x, y, z for each atom (eV/Å):
0.235 -0.087 0.054
-0.051 -0.004 -0.078
-0.117 0.013 0.004
-0.066 0.560 -0.097
-0.058 -0.845 0.183
-0.073 -0.063 -0.043
-0.414 0.429 0.802
0.518 -0.142 -1.065
-0.283 0.027 0.402
0.188 0.399 -0.451
-0.174 -0.133 0.317
0.054 0.316 -0.262
-0.009 -0.545 0.272
0.064 -0.003 -0.098
0.042 0.110 -0.144
-0.014 -0.136 0.131
0.079 -0.116 -0.042
0.128 0.273 -0.310
-0.014 -0.074 0.047
0.011 -0.083 0.034
0.045 -0.028 -0.064
0.052 0.016 -0.093
-0.028 -0.078 0.108
-0.078 0.140 0.057
-0.271 0.171 0.303
0.196 0.304 -0.362
-0.181 -0.011 0.000
0.076 0.105 0.127
0.027 -0.001 0.072
0.429 -0.344 0.077
0.042 0.236 0.099
0.024 -0.091 -0.021
0.133 -0.093 0.014
-0.036 0.117 0.029
0.013 0.167 0.080
-0.012 -0.042 0.005
-0.016 0.021 -0.048
-0.059 -0.009 0.002
-0.621 -0.198 -0.322
0.062 -0.008 -0.086
-0.049 -0.117 0.278
0.003 -0.109 -0.040
0.082 -0.047 0.016
0.070 0.035 0.042
-0.015 0.014 -0.006
0.026 -0.046 -0.044
-0.010 -0.062 0.118
0.131 -0.041 -0.156
-0.047 -0.032 0.169
-0.033 0.132 -0.009

Calculated values
SMILES: CCn1c(SCC(=O)N2CCc3ccccc32)nnc1-c1c[nH]c2ccccc12
DFT total energy, a.u.: -1598.1947
HOMO, eV: -7.71